(A)
Molecular formula: H3N2P
Method: DFT, the ωB97M-V functional and the def2-TZVPD basis

Properties
Orbital gap (spin up / spin down) = 6.49 / 6.60 eV
LUMO level (spin up / spin down) = -1.29 / -1.27 eV

The geometry in ORCA input format:
```
! wB97M-V def2-TZVPD RIJCOSX def2/J DEFGRID3
* xyz 0 1
N 1.725 -0.165 -0.077
N -1.129 0.195 -0.347
P -0.460 -0.935 0.605
H 2.332 -0.249 0.807
H -0.375 0.621 -0.678
H -2.093 0.533 -0.310
*
```

=====

(B)
Molecular formula: H3N2P
Method: DFT, the ωB97M-V functional and the def2-TZVPD basis

Properties
Orbital gap = 9.79 eV
SMILES string = N#P.N
LUMO level = -0.31 eV

The geometry in ORCA input format:
```
! wB97M-V def2-TZVPD RIJCOSX def2/J DEFGRID3
* xyz 0 1
N 1.212 0.154 -0.150
N -2.173 0.785 0.109
P -2.101 -0.668 -0.009
H 0.535 0.599 0.456
H 1.814 -0.441 0.405
H 0.713 -0.429 -0.811
*
```

=====

Verdict on stability: (A) comes out at the bottom.

=====

(A)
Molecular formula: C5H15NO
Method: DFT, the ωB97M-V functional and the def2-TZVPD basis

Properties
Orbital gap = 9.97 eV
SMILES string = CC(C)CCN.O
LUMO level = 1.01 eV

The geometry in ORCA input format:
```
! wB97M-V def2-TZVPD RIJCOSX def2/J DEFGRID3
* xyz 0 1
C 1.011 -1.495 1.073
C 1.252 -0.967 -0.367
C 1.085 0.571 -0.541
C 2.429 1.208 -0.920
C 0.452 1.351 0.609
N -0.404 -1.502 1.419
H 1.423 -2.484 1.064
H 1.613 -0.849 1.702
H 0.497 -1.443 -0.996
H 2.249 -1.236 -0.695
H 0.396 0.746 -1.375
H 3.213 0.923 -0.228
H 2.712 0.891 -1.926
H 2.324 2.290 -1.001
H 0.400 2.395 0.284
H -0.575 1.067 0.846
H 0.974 1.379 1.567
H -0.752 -2.444 1.539
H -0.542 -0.968 2.269
H -4.926 0.437 -2.120
H -5.581 0.553 -0.754
O -4.740 0.677 -1.204
*
```

=====

(B)
Molecular formula: C5H15NO
Method: DFT, the ωB97M-V functional and the def2-TZVPD basis

Properties
Orbital gap = 9.76 eV
SMILES string = CCNC(C)C.O
LUMO level = 0.79 eV

The geometry in ORCA input format:
```
! wB97M-V def2-TZVPD RIJCOSX def2/J DEFGRID3
* xyz 0 1
C 1.127 -0.740 1.925
C 0.289 0.350 1.135
N -0.709 -0.171 0.290
C -1.014 -0.415 -2.147
C -0.214 -0.901 -0.904
C 1.288 -0.808 -1.387
H 2.196 -0.523 1.920
H 0.665 -1.100 2.831
H 1.429 -1.709 1.329
H 1.087 0.894 0.643
H -0.089 1.003 1.952
H -1.305 0.551 -0.108
H -0.750 -1.022 -3.042
H -0.920 0.645 -2.402
H -2.069 -0.668 -1.967
H -0.401 -1.963 -0.708
H 1.776 -1.744 -1.797
H 1.891 -0.617 -0.494
H 1.513 0.010 -2.087
H -1.991 2.775 2.468
H -1.809 2.838 0.867
O -1.991 3.316 1.679
*
```

=====

(C)
Molecular formula: C5H15NO
Method: DFT, the ωB97M-V functional and the def2-TZVPD basis

Properties
Orbital gap = 9.95 eV
SMILES string = CC(C)CCN.O
LUMO level = 0.52 eV

The geometry in ORCA input format:
```
! wB97M-V def2-TZVPD RIJCOSX def2/J DEFGRID3
* xyz 0 1
C -0.216 -0.973 1.040
C 0.819 0.188 1.227
C 0.764 1.278 0.143
C 0.636 2.703 0.787
C 1.961 1.374 -0.824
N -1.502 -0.363 0.618
H -0.341 -1.573 1.952
H 0.033 -1.528 0.134
H 0.602 0.587 2.206
H 1.836 -0.244 1.269
H -0.121 1.075 -0.464
H 0.007 2.653 1.683
H 0.150 3.368 0.071
H 1.646 2.957 1.119
H 1.974 2.235 -1.483
H 2.127 0.441 -1.359
H 2.845 1.496 -0.176
H -1.988 0.017 1.419
H -2.085 -1.115 0.265
H -2.399 -4.486 -3.230
H -3.559 -5.224 -2.784
O -3.188 -4.866 -3.612
*
```

=====

(D)
Molecular formula: C5H15NO
Method: DFT, the ωB97M-V functional and the def2-TZVPD basis

Properties
Orbital gap = 9.58 eV
SMILES string = CC[C@H](C)NC.O
LUMO level = 1.00 eV

The geometry in ORCA input format:
```
! wB97M-V def2-TZVPD RIJCOSX def2/J DEFGRID3
* xyz 0 1
C 0.924 2.397 0.538
N 0.396 1.413 -0.401
C -0.908 -2.021 0.808
C -0.040 -0.917 0.175
C -0.627 0.509 0.116
C -1.947 0.447 -0.660
H 0.761 2.045 1.564
H 2.010 2.474 0.474
H 0.531 3.415 0.455
H 0.043 1.911 -1.205
H -1.337 -1.617 1.728
H -1.512 -2.603 0.132
H -0.182 -2.710 1.257
H 0.265 -1.128 -0.853
H 0.859 -0.852 0.794
H -0.865 0.792 1.154
H -2.464 1.391 -0.858
H -2.567 -0.231 -0.093
H -1.736 0.048 -1.662
H 2.152 -1.296 -1.518
H 3.274 -2.190 -0.933
O 2.969 -1.276 -1.010
*
```

=====

Verdict on stability: (B) comes out at the bottom.

=====

(A)
Molecular formula: C3H10OS2
Method: DFT, the ωB97M-V functional and the def2-TZVPD basis

Properties
Orbital gap = 7.92 eV
SMILES string = CCSSC.O
LUMO level = -0.77 eV

The geometry in ORCA input format:
```
! wB97M-V def2-TZVPD RIJCOSX def2/J DEFGRID3
* xyz 0 1
C -1.570 -1.788 -0.361
C -0.486 -1.444 0.699
S -0.699 0.144 1.377
S -0.190 1.342 -0.696
C 0.976 0.174 -1.316
H -1.466 -2.884 -0.472
H -1.524 -1.336 -1.346
H -2.586 -1.697 0.034
H -0.684 -2.196 1.474
H 0.478 -1.651 0.248
H 1.513 -0.056 -0.396
H 0.621 -0.750 -1.782
H 1.553 0.681 -2.093
H 0.784 4.350 1.705
H 1.603 3.084 1.375
O 1.676 4.028 1.549
*
```

=====

(B)
Molecular formula: C3H10OS2
Method: DFT, the ωB97M-V functional and the def2-TZVPD basis

Properties
Orbital gap = 8.54 eV
SMILES string = CCO.CSS
LUMO level = 0.52 eV

The geometry in ORCA input format:
```
! wB97M-V def2-TZVPD RIJCOSX def2/J DEFGRID3
* xyz 0 1
C -0.404 0.496 1.715
S -1.740 1.073 0.503
S -0.657 1.875 -0.978
H -0.440 1.426 2.386
H 0.579 0.225 1.166
H -0.819 -0.409 2.124
H 0.583 1.272 -0.965
C 1.488 -1.459 -0.420
O 1.078 -2.073 0.844
C 2.065 -2.585 -1.257
H 0.583 -0.928 -0.874
H 2.209 -0.739 -0.098
H 1.576 -1.638 1.521
H 1.206 -3.372 -1.304
H 2.163 -2.140 -2.331
H 3.186 -2.996 -1.013
*
```

=====

Verdict on stability: (B) comes out at the bottom.

=====

(A)
Molecular formula: C3H10OS2
Method: DFT, the ωB97M-V functional and the def2-TZVPD basis

Properties
Orbital gap = 9.39 eV
SMILES string = CCO.CSS
LUMO level = 0.64 eV

The geometry in ORCA input format:
```
! wB97M-V def2-TZVPD RIJCOSX def2/J DEFGRID3
* xyz 0 1
C 0.721 -1.511 -4.875
S 0.236 0.111 -5.133
S 1.744 1.364 -5.660
H 0.600 -2.168 -5.841
H 0.038 -2.029 -4.156
H 1.702 -1.588 -4.526
H 1.783 2.189 -4.544
C -0.479 0.113 3.344
O -0.364 -1.031 4.185
C -1.039 1.281 4.239
H 0.602 0.497 3.133
H -1.038 -0.068 2.357
H -0.922 -1.723 4.168
H -0.652 2.166 3.936
H -2.115 1.324 4.140
H -0.816 1.073 5.233
*
```

=====

(B)
Molecular formula: C3H10OS2
Method: DFT, the ωB97M-V functional and the def2-TZVPD basis

Properties
Orbital gap = 9.58 eV
SMILES string = CCO.CSS
LUMO level = 0.59 eV

The geometry in ORCA input format:
```
! wB97M-V def2-TZVPD RIJCOSX def2/J DEFGRID3
* xyz 0 1
C 3.166 0.793 1.485
S 2.223 -0.749 1.288
S 2.031 -1.346 3.261
H 3.532 1.005 0.480
H 2.525 1.597 1.839
H 3.969 0.635 2.178
H 2.912 -2.360 3.252
C -2.455 0.725 -1.485
O -1.536 1.121 -2.488
C -2.352 -0.769 -1.135
H -3.464 0.980 -1.793
H -2.229 1.316 -0.606
H -1.449 0.443 -3.157
H -2.388 -0.923 -0.057
H -1.362 -1.103 -1.448
H -3.124 -1.364 -1.613
*
```

=====

(C)
Molecular formula: C3H10OS2
Method: DFT, the ωB97M-V functional and the def2-TZVPD basis

Properties
Orbital gap = 9.47 eV
SMILES string = CCO.CSS
LUMO level = 0.54 eV

The geometry in ORCA input format:
```
! wB97M-V def2-TZVPD RIJCOSX def2/J DEFGRID3
* xyz 0 1
C 1.316 -2.034 -0.404
S 0.502 -3.121 0.788
S -1.268 -2.154 1.160
H 1.410 -2.535 -1.362
H 0.730 -1.118 -0.556
H 2.288 -1.727 -0.026
H -2.029 -2.630 0.161
C -0.859 1.705 0.122
O -1.075 0.690 -0.843
C 0.622 1.982 0.239
H -1.239 1.388 1.107
H -1.397 2.630 -0.098
H -2.000 0.741 -1.121
H 1.146 1.138 0.689
H 0.793 2.843 0.883
H 1.059 2.202 -0.739
*
```

=====

(D)
Molecular formula: C3H10OS2
Method: DFT, the ωB97M-V functional and the def2-TZVPD basis

Properties
Orbital gap = 9.69 eV
SMILES string = CCCSS.O
LUMO level = 0.45 eV

The geometry in ORCA input format:
```
! wB97M-V def2-TZVPD RIJCOSX def2/J DEFGRID3
* xyz 0 1
C 0.291 -1.220 -0.631
C 1.365 -0.656 0.351
C -0.468 -0.152 -1.365
S -1.698 0.911 -0.460
S -3.098 -0.420 0.191
H -0.480 -1.693 0.007
H 0.804 -1.939 -1.309
H 1.012 -0.144 1.262
H 2.129 -1.390 0.625
H 1.770 0.140 -0.263
H -1.028 -0.526 -2.225
H 0.224 0.558 -1.859
H -2.450 -0.926 1.265
H 0.083 2.515 0.783
H 0.702 2.365 2.272
O 0.843 2.577 1.356
*
```

=====

Verdict on stability: (A) comes out at the bottom.